No. 1
Molecular formula: C4H7N3
Method: DFT, wB97M-V/def2-TZVPD

XYZ file:
```
14
Properties=species:S:1:pos:R:3:forces:R:3
H -2.35216 2.21185 0.60541 0.1 0.1 -0.1
N -1.38453 1.95254 0.41197 0.0 -0.3 0.1
C -1.23246 0.70799 0.60503 0.0 0.5 0.0
C -2.38049 -0.09680 1.04376 -0.9 -0.3 0.3
N -3.38712 -0.55648 1.38381 1.1 0.3 -0.3
N -0.03332 -0.00366 0.45059 0.3 0.2 0.0
C 0.87134 0.45239 -0.32374 -0.1 0.0 0.2
C 2.11691 -0.33151 -0.61182 0.0 0.0 0.1
H 0.77809 1.44113 -0.78899 -0.2 -0.2 -0.1
H 2.00521 -1.39198 -0.37204 -0.1 0.3 0.1
H 2.93055 0.07718 -0.00377 0.0 0.0 -0.1
H 2.41763 -0.23523 -1.66225 -0.1 0.1 0.2
H -0.18725 -2.21724 -0.72649 -0.1 -0.5 0.0
H -0.16239 -2.01018 -0.01148 -0.1 -0.4 -0.3
```
Positions in Å, forces in eV/Å.

Computed properties:
* HOMO energy: -10.590 eV
* ΔE to the lowest compared entry with this formula, charge and spin: 230.39 kJ/mol
* orbital gap: 0.37138 Ha
* strongest force on any atom: 1.2 eV/A
* energy: -320.7956 a.u.

=====

No. 2
Molecular formula: C4H7N3
Method: DFT, wB97M-V/def2-TZVPD

XYZ file:
```
14
Properties=species:S:1:pos:R:3:forces:R:3
C 2.30377 -0.24583 0.01059 0.1 0.0 0.0
N 0.91220 0.14657 0.12345 -0.1 0.1 0.0
C 0.39317 1.39995 -0.01507 0.1 0.1 0.0
C -0.99166 1.35027 0.09016 0.4 -0.2 -0.1
C -2.38474 -0.66792 -0.02664 -0.2 -0.1 0.0
N -1.12767 -0.00587 0.27195 -0.1 0.1 -0.3
N -0.02244 -0.74824 0.29949 -0.1 0.4 -0.2
H 2.37297 -1.33139 0.07932 0.0 0.2 0.0
H 2.88947 0.22371 0.80401 -0.1 -0.1 -0.1
H 2.67604 0.09002 -0.96076 0.0 -0.1 0.2
H 1.04164 2.21689 -0.29676 0.0 0.0 0.3
H -2.25760 -1.74982 0.01891 0.0 0.1 0.1
H -3.16671 -0.31554 0.64590 0.1 -0.1 0.0
H -2.63845 -0.36280 -1.04455 -0.2 -0.2 0.2
```
Positions in Å, forces in eV/Å.

Computed properties:
* HOMO energy: -8.235 eV
* ΔE to the lowest compared entry with this formula, charge and spin: 276.72 kJ/mol
* orbital gap: 0.33536 Ha
* strongest force on any atom: 0.5 eV/A
* energy: -320.7779 a.u.

=====

No. 3
Molecular formula: C4H7N3
Method: DFT, wB97M-V/def2-TZVPD

XYZ file:
```
14
Properties=species:S:1:pos:R:3:forces:R:3
H -2.80922 0.57936 -0.50188 0.4 -0.3 0.5
N -2.31162 -0.30478 -0.33732 1.5 1.2 0.3
C -1.06867 -0.15529 0.02888 -1.3 1.8 -0.3
C -0.16493 1.07080 0.37670 -0.1 -2.2 -0.5
C 1.24146 0.78435 -0.27380 0.7 3.1 -1.2
N 1.79838 -0.49602 -0.25631 -1.5 -3.8 3.0
C 0.94290 -1.43735 0.07960 3.7 -0.2 -0.2
N -0.38352 -1.32584 0.11231 -0.8 1.8 0.7
H -0.14295 1.32827 1.46375 0.2 -0.9 -0.7
H -0.61678 1.90632 -0.05100 -0.6 1.6 -1.0
H 1.35520 0.93809 -1.40786 -1.0 1.1 1.4
H 1.94820 1.52962 0.25290 -0.8 -1.1 -1.0
H 1.30800 -2.43606 0.40996 -0.1 0.7 -0.9
H -1.09645 -1.98148 0.10408 -0.5 -2.8 0.0
```
Positions in Å, forces in eV/Å.

Computed properties:
* HOMO energy: -8.637 eV
* ΔE to the lowest compared entry with this formula, charge and spin: 120.52 kJ/mol
* orbital gap: 0.34984 Ha
* strongest force on any atom: 5.0 eV/A
* energy: -320.8374 a.u.

=====

No. 4
Molecular formula: C4H7N3
Method: DFT, wB97M-V/def2-TZVPD

XYZ file:
```
14
Properties=species:S:1:pos:R:3:forces:R:3
H -3.30726 -0.05539 -0.00297 -0.3 1.0 -0.1
N -2.42152 -0.49155 -0.16488 -0.8 0.6 0.7
C -1.30059 0.05475 0.17043 -0.7 -0.1 -0.1
C -0.23635 -0.96599 0.13080 -0.5 -0.3 -0.1
C 1.01049 -0.09974 -0.05364 -0.4 0.1 -0.4
N 2.30653 -0.62343 -0.05451 -0.1 0.0 -0.2
C 0.64483 1.19529 0.06254 -0.1 -0.3 -0.1
N -0.77403 1.31633 0.29674 -0.3 -0.1 0.1
H -1.13690 -1.54242 -0.46504 3.4 -0.5 -0.2
H -0.15253 -1.56268 1.04691 -0.1 0.3 0.1
H 3.03089 0.04213 -0.30447 -0.2 -0.1 0.1
H 2.37257 -1.45661 -0.62225 0.1 0.0 0.0
H 1.24897 2.10106 0.06969 -0.1 -0.4 0.1
H -1.28513 2.08823 -0.10936 0.1 -0.1 0.1
```
Positions in Å, forces in eV/Å.

Computed properties:
* HOMO energy: -7.514 eV
* ΔE to the lowest compared entry with this formula, charge and spin: 222.59 kJ/mol
* orbital gap: 0.31406 Ha
* strongest force on any atom: 3.4 eV/A
* energy: -320.7985 a.u.

=====

No. 5
Molecular formula: C4H7N3
Method: DFT, wB97M-V/def2-TZVPD

XYZ file:
```
14
Properties=species:S:1:pos:R:3:forces:R:3
C -0.74897 0.46307 0.20112 -0.3 2.2 1.3
N -1.04762 0.68189 -1.15551 0.7 -0.4 -0.4
C 1.29194 0.61523 0.71280 -1.3 -0.9 -0.6
C 0.55252 -0.81122 0.44993 1.5 0.1 0.5
C 0.89224 -1.59931 -0.61288 -0.7 0.2 0.3
N 0.45552 1.53624 0.65037 -0.5 -0.1 -0.5
N -1.65801 0.22240 1.10073 -0.1 -0.8 -1.4
H -1.91953 1.18847 -1.24169 0.0 -0.3 0.1
H -0.31375 1.19670 -1.62864 0.0 0.0 0.1
H -2.21938 1.04954 1.30031 0.7 0.1 0.8
H 2.36180 0.61248 0.92023 -0.1 0.0 0.1
H 0.41007 -1.28889 1.41836 0.0 -0.1 -0.1
H 1.08693 -2.65869 -0.49240 -0.2 0.0 -0.1
H 0.85623 -1.20791 -1.62272 0.3 0.1 0.0
```
Positions in Å, forces in eV/Å.

Computed properties:
* HOMO energy (spin up / spin down): -7.790 / -8.146 eV
* ΔE to the lowest compared entry with this formula, charge and spin: 552.82 kJ/mol
* orbital gap (spin up / spin down): 0.22783 / 0.25014 Ha
* strongest force on any atom: 2.5 eV/A
* energy: -320.6727 a.u.

=====

No. 6
Molecular formula: C4H7N3
Method: DFT, wB97M-V/def2-TZVPD

XYZ file:
```
14
Properties=species:S:1:pos:R:3:forces:R:3
H 2.65319 -1.63649 -0.41196 -0.1 0.0 0.0
N 1.66883 -1.43142 -0.26471 0.1 0.3 0.0
C 1.48968 -0.19043 -0.02288 -0.1 -0.1 0.0
C 2.59344 0.77024 0.08294 0.9 0.5 0.1
N 3.50409 1.47600 0.18779 -0.9 -0.7 -0.1
N 0.25763 0.37054 0.13767 0.1 0.0 0.1
C -0.93670 -0.45559 0.19723 -0.1 -0.1 0.0
C -2.16474 0.34320 -0.21453 0.0 0.0 0.0
H 0.21318 1.29857 0.53134 0.0 -0.1 -0.1
H -0.77078 -1.30018 -0.47552 -0.1 0.1 0.1
H -1.06158 -0.87564 1.20558 0.0 0.1 -0.1
H -2.07971 0.68016 -1.25243 0.0 0.0 0.2
H -2.30274 1.22484 0.42301 0.0 -0.1 -0.1
H -3.06379 -0.27381 -0.12354 0.1 0.1 0.0
```
Positions in Å, forces in eV/Å.

Computed properties:
* HOMO energy: -9.688 eV
* ΔE to the lowest compared entry with this formula, charge and spin: 39.75 kJ/mol
* orbital gap: 0.38452 Ha
* strongest force on any atom: 1.1 eV/A
* energy: -320.8682 a.u.